(1)
Below is a molecular structure, C2H3LuO in a non-equilibrium geometry, with properties calculated with ωB97M-V with the def2-TZVPD basis set.

Output
Relative energy (zero: lowest compared OMol25 entry of this formula, charge and spin) in kcal/mol: 97.2
Kohn-Sham gap (spin up / spin down) in eV: 6.6 / 6.6
Net charge: +2
LUMO (spin up / spin down) in eV: -11.219 / -11.340
Energy in a.u.: -1387.7866
F_max in eV/A: 1.19
2S+1: 1

Element x y z (Å)
O  -1.407  0.014  0.177
C  -0.798  1.127  -0.276
Lu  1.327  0.105  0.194
H  -2.380  -0.057  0.120
C  -0.578  -1.320  0.012
H  -0.883  -1.769  -0.942
H  -0.959  -1.942  0.833

(2)
Below is a molecular structure, C51H42BrHfN6O3P2 in a non-equilibrium geometry, with properties calculated with ωB97M-V with the def2-TZVPD basis set.

Output
Relative energy (zero: lowest compared OMol25 entry of this formula, charge and spin) in kcal/mol: 0.0
Kohn-Sham gap (spin up / spin down) in eV: 5.0 / 5.1
Net charge: +1
LUMO (spin up / spin down) in eV: -4.292 / -4.292
Energy in a.u.: -5827.2479
F_max in eV/A: 4.96
2S+1: 1

Element x y z (Å)
Hf  1.018  -0.334  -0.166
Br  7.538  6.532  0.364
C  7.684  4.964  1.384
C  6.962  4.826  2.573
C  7.062  3.630  3.276
C  7.635  2.531  2.633
C  8.512  2.727  1.509
C  8.493  3.919  0.859
N  7.122  1.270  2.712
N  6.148  1.147  3.560
C  5.160  0.261  3.237
C  4.064  0.175  4.191
C  2.787  -0.130  3.816
C  2.568  -0.342  2.408
O  1.348  -0.531  1.933
C  3.646  -0.257  1.458
N  3.252  -0.230  0.106
C  4.218  -0.439  -0.822
C  5.555  -0.488  -0.439
C  5.949  -0.367  0.901
C  4.944  -0.158  1.858
H  6.351  5.652  2.930
H  6.547  3.505  4.234
H  8.959  1.807  1.051
H  8.947  4.043  -0.106
H  4.332  0.578  5.185
H  1.972  -0.134  4.563
H  3.894  -0.618  -1.860
H  6.307  -0.771  -1.170
H  6.994  -0.448  1.210
C  1.970  1.424  -4.284
C  1.439  1.151  -2.924
N  1.423  -0.133  -2.465
O  2.053  -1.042  -3.279
C  1.016  2.137  -1.945
C  0.628  3.554  -2.243
N  0.923  1.652  -0.716
O  1.277  2.119  0.430
H  1.427  0.821  -5.087
H  3.028  1.087  -4.364
H  1.832  2.512  -4.589
H  1.948  -1.864  -2.795
H  1.583  4.111  -2.290
H  -0.086  4.013  -1.538
H  0.247  3.650  -3.267
N  0.247  -7.928  -0.744
C  0.450  -6.756  -0.630
C  0.539  -5.318  -0.594
C  -0.064  -4.498  -1.641
C  -0.108  -3.107  -1.498
C  0.601  -2.410  -0.533
C  1.060  -3.254  0.512
C  1.021  -4.661  0.530
H  -0.560  -5.011  -2.470
H  -0.696  -2.556  -2.227
H  1.457  -2.826  1.428
H  1.495  -5.317  1.308
C  -3.159  0.074  -0.690
P  -1.616  0.178  0.451
C  -1.808  1.935  1.019
C  -1.548  2.362  2.324
C  -1.946  3.626  2.753
C  -2.538  4.534  1.903
C  -2.756  4.145  0.568
C  -2.355  2.888  0.160
C  -2.305  -0.736  1.912
C  -3.097  -0.105  2.846
C  -3.636  -0.774  3.922
C  -3.375  -2.142  4.075
C  -2.635  -2.807  3.078
C  -2.080  -2.105  1.999
P  -4.201  -1.533  -0.784
C  -5.958  -1.169  -0.760
C  -6.609  -0.358  0.205
C  -7.964  -0.147  0.050
C  -8.703  -0.709  -0.997
C  -8.038  -1.516  -1.906
C  -6.700  -1.780  -1.757
C  -3.891  -1.853  -2.549
C  -3.288  -3.124  -2.764
C  -2.830  -3.431  -4.071
C  -2.950  -2.475  -5.068
C  -3.509  -1.247  -4.841
C  -4.049  -0.929  -3.596
H  -2.760  0.281  -1.707
H  -3.791  0.910  -0.387
H  -1.109  1.702  3.081
H  -1.788  3.901  3.814
H  -2.825  5.510  2.279
H  -3.282  4.787  -0.164
H  -2.488  2.668  -0.912
H  -3.339  0.948  2.716
H  -4.192  -0.209  4.639
H  -3.792  -2.703  4.904
H  -2.471  -3.871  3.204
H  -1.448  -2.654  1.292
H  -6.015  0.044  1.043
H  -8.449  0.526  0.712
H  -9.753  -0.517  -1.114
H  -8.559  -1.945  -2.742
H  -6.244  -2.545  -2.374
H  -3.129  -3.827  -1.918
H  -2.460  -4.442  -4.237
H  -2.565  -2.690  -6.053
H  -3.543  -0.543  -5.660
H  -4.571  -0.004  -3.367

(3)
Below is C15H18FN3O in the gas phase, with properties calculated with ωB97M-V with the def2-TZVPD basis set.

Output
Relative energy (zero: lowest compared OMol25 entry of this formula, charge and spin) in kcal/mol: 0.0
Kohn-Sham gap in eV: 8.5
Net charge: 0
LUMO in eV: 0.411
Energy in a.u.: -921.7351
F_max in eV/A: 0.68
2S+1: 1
SMILES: CC(=O)c1ccc(N2CCN(CCC#N)CC2)c(F)c1

Element x y z (Å)
C  -2.567  5.414  -2.009
C  -1.555  4.461  -2.604
O  -1.024  4.690  -3.671
C  -1.245  3.244  -1.831
C  -1.839  2.912  -0.613
C  -1.504  1.754  0.050
C  -0.553  0.848  -0.452
N  -0.225  -0.291  0.220
C  -0.562  -0.468  1.615
C  0.413  -1.448  2.259
N  0.297  -2.778  1.676
C  1.485  -3.577  1.892
C  1.592  -3.985  3.371
C  2.616  -4.980  3.548
N  3.434  -5.768  3.673
C  -0.151  -2.715  0.293
C  0.329  -1.459  -0.436
C  0.044  1.217  -1.674
F  1.021  0.440  -2.216
C  -0.289  2.363  -2.345
H  -3.525  4.914  -1.885
H  -2.690  6.264  -2.676
H  -2.226  5.766  -1.038
H  -2.584  3.556  -0.174
H  -2.009  1.525  0.975
H  -1.589  -0.838  1.742
H  -0.473  0.493  2.127
H  1.436  -1.048  2.145
H  0.190  -1.512  3.328
H  1.399  -4.486  1.291
H  2.411  -3.054  1.594
H  1.834  -3.123  3.997
H  0.635  -4.399  3.697
H  0.192  -3.600  -0.244
H  -1.247  -2.729  0.290
H  -0.013  -1.500  -1.472
H  1.427  -1.426  -0.441
H  0.203  2.602  -3.276

(4)
Below is a molecular structure, C31H44BrMnN3OP2 in a non-equilibrium geometry, with properties calculated with ωB97M-V with the def2-TZVPD basis set.

Output
Relative energy (zero: lowest compared OMol25 entry of this formula, charge and spin) in kcal/mol: 22.8
Expectation value of S²: 8.78
Kohn-Sham gap (spin up / spin down) in eV: 5.3 / 4.6
Net charge: +2
LUMO (spin up / spin down) in eV: -7.451 / -8.156
Energy in a.u.: -5854.0663
F_max in eV/A: 3.14
2S+1: 6

Element x y z (Å)
C  -8.880  -1.879  -0.818
C  -7.877  -2.400  -1.699
C  -8.355  -3.395  -2.590
C  -9.718  -3.771  -2.637
N  -10.646  -3.230  -1.824
C  -10.235  -2.311  -0.923
C  -6.475  -2.061  -1.769
C  -5.265  -1.847  -1.691
C  -4.167  -1.833  -0.815
C  -3.326  -0.673  -0.493
C  -2.438  -0.835  0.567
C  -2.140  -2.174  1.025
C  -2.505  -3.286  0.293
C  -3.508  -3.137  -0.725
Mn  -2.771  -1.906  -2.365
P  0.146  1.067  -2.505
H  -7.651  -3.891  -3.259
H  -8.644  -1.143  -0.036
H  -10.040  -4.542  -3.371
H  -11.016  -1.891  -0.247
H  -3.827  -4.033  -1.274
H  -3.526  0.416  -0.774
H  -2.097  -4.248  0.540
H  -2.041  0.013  1.117
C  1.922  1.508  -2.834
C  2.495  1.828  -4.211
H  2.483  0.672  -2.382
H  2.082  2.390  -2.186
H  3.580  1.977  -4.073
H  2.366  1.023  -4.944
H  2.099  2.764  -4.628
C  -0.743  0.384  -3.944
C  -2.075  0.952  -4.447
H  -0.976  -0.659  -3.591
H  0.004  0.309  -4.750
H  -2.455  0.220  -5.176
H  -2.828  1.047  -3.645
H  -1.997  1.912  -4.975
C  -0.581  2.740  -2.439
C  -0.268  3.699  -3.576
H  -0.240  3.162  -1.483
H  -1.661  2.549  -2.367
H  -0.940  4.553  -3.450
H  0.759  4.074  -3.526
H  -0.441  3.296  -4.581
Br  -0.908  -2.306  2.351
P  0.135  -3.042  -2.346
C  0.909  -2.306  -3.847
C  1.898  -2.783  -4.929
H  1.373  -1.388  -3.388
H  0.011  -1.971  -4.413
H  1.780  -2.050  -5.745
H  2.959  -2.740  -4.650
H  1.640  -3.772  -5.329
C  1.564  -3.688  -1.391
C  2.072  -5.136  -1.238
H  1.297  -3.401  -0.350
H  2.422  -3.060  -1.731
H  2.756  -5.099  -0.374
H  1.274  -5.842  -0.976
H  2.643  -5.522  -2.089
C  -1.169  -4.274  -2.539
C  -1.368  -5.359  -3.594
H  -2.114  -3.592  -2.648
H  -1.254  -4.738  -1.538
H  -2.344  -5.802  -3.330
H  -1.479  -4.913  -4.585
H  -0.634  -6.181  -3.606
N  0.521  3.409  5.577
C  -0.346  3.656  4.571
O  -1.226  4.506  4.623
C  -0.194  2.800  3.342
C  0.527  1.583  3.355
C  0.439  0.790  2.182
N  -0.194  1.171  1.081
C  -0.844  2.342  1.082
C  -0.914  3.165  2.194
H  0.446  3.972  6.403
H  1.215  2.689  5.542
H  1.097  1.173  4.203
H  0.909  -0.211  2.181
H  -1.348  2.602  0.156
H  -1.522  4.072  2.138

> Number 2 is which compound?

C51H42BrHfN6O3P2

Please write out number 3 again, unchanged.
Below is C15H18FN3O in the gas phase, with properties calculated with ωB97M-V with the def2-TZVPD basis set.

Output
Relative energy (zero: lowest compared OMol25 entry of this formula, charge and spin) in kcal/mol: 0.0
Kohn-Sham gap in eV: 8.5
Net charge: 0
LUMO in eV: 0.411
Energy in a.u.: -921.7351
F_max in eV/A: 0.68
2S+1: 1
SMILES: CC(=O)c1ccc(N2CCN(CCC#N)CC2)c(F)c1

Element x y z (Å)
C  -2.567  5.414  -2.009
C  -1.555  4.461  -2.604
O  -1.024  4.690  -3.671
C  -1.245  3.244  -1.831
C  -1.839  2.912  -0.613
C  -1.504  1.754  0.050
C  -0.553  0.848  -0.452
N  -0.225  -0.291  0.220
C  -0.562  -0.468  1.615
C  0.413  -1.448  2.259
N  0.297  -2.778  1.676
C  1.485  -3.577  1.892
C  1.592  -3.985  3.371
C  2.616  -4.980  3.548
N  3.434  -5.768  3.673
C  -0.151  -2.715  0.293
C  0.329  -1.459  -0.436
C  0.044  1.217  -1.674
F  1.021  0.440  -2.216
C  -0.289  2.363  -2.345
H  -3.525  4.914  -1.885
H  -2.690  6.264  -2.676
H  -2.226  5.766  -1.038
H  -2.584  3.556  -0.174
H  -2.009  1.525  0.975
H  -1.589  -0.838  1.742
H  -0.473  0.493  2.127
H  1.436  -1.048  2.145
H  0.190  -1.512  3.328
H  1.399  -4.486  1.291
H  2.411  -3.054  1.594
H  1.834  -3.123  3.997
H  0.635  -4.399  3.697
H  0.192  -3.600  -0.244
H  -1.247  -2.729  0.290
H  -0.013  -1.500  -1.472
H  1.427  -1.426  -0.441
H  0.203  2.602  -3.276

> relative energy (zero: lowest compared OMol25 entry of this formula, charge and spin) of number 3 (C15H18FN3O)?

0.0 kcal/mol